Record 1
Here is a molecular structure, C19H44NOP2SYb at a distorted geometry from the Open Molecules 2025 dataset. Energies are from wB97M-V/def2-TZVPD.

Element x y z (Å)
1 Yb -0.034 0.337 0.119
2 P -0.300 -0.686 -2.388
3 P 0.144 -0.277 2.728
4 N -1.824 -1.154 0.324
5 C -2.155 -0.702 -2.135
6 H -2.577 0.089 -2.776
7 H -2.523 -1.668 -2.514
8 C -2.700 -0.522 -0.695
9 H -2.783 0.561 -0.443
10 H -3.727 -0.932 -0.626
11 C -2.433 -1.182 1.691
12 H -2.369 -2.217 2.091
13 H -3.517 -0.952 1.655
14 C -1.755 -0.191 2.682
15 H -2.105 -0.403 3.695
16 H -2.049 0.866 2.478
17 C 0.789 1.098 3.762
18 C 1.049 2.283 2.807
19 H 0.112 2.701 2.404
20 H 1.718 2.002 1.974
21 H 1.573 3.085 3.347
22 C 0.463 -1.895 3.497
23 C 1.942 -2.268 3.255
24 H 2.013 -3.355 3.097
25 H 2.545 -2.005 4.135
26 H 2.375 -1.788 2.371
27 C 0.225 -2.231 -3.238
28 C 1.699 -2.155 -3.676
29 H 2.049 -3.172 -3.880
30 H 2.369 -1.736 -2.911
31 H 1.802 -1.573 -4.600
32 C 0.058 0.802 -3.444
33 C 1.555 1.147 -3.361
34 H 1.680 2.212 -3.610
35 H 2.128 0.561 -4.093
36 H 1.995 0.983 -2.364
37 C 2.275 -0.107 -0.034
38 C 0.021 -1.967 4.972
39 H -0.372 -1.024 5.398
40 H -0.769 -2.720 5.081
41 H 0.862 -2.283 5.597
42 C -0.709 -2.719 -4.371
43 H -0.116 -3.107 -5.204
44 H -1.341 -3.555 -4.030
45 H -1.379 -1.957 -4.795
46 C -0.438 0.714 -4.889
47 H -0.198 1.656 -5.407
48 H 0.060 -0.094 -5.443
49 H -1.529 0.590 -4.955
50 C 2.039 0.808 4.601
51 H 2.877 0.474 3.982
52 H 2.357 1.751 5.057
53 H 1.877 0.088 5.423
54 H -0.044 1.314 4.445
55 H -0.519 1.600 -2.934
56 H -0.156 -2.598 2.909
57 H 0.187 -2.952 -2.396
58 O 3.380 -0.421 -0.090
59 H -1.624 -2.127 0.028
60 H 0.771 -1.590 0.133
61 C -1.920 4.190 -0.286
62 S -0.864 2.742 -0.521
63 C 0.816 3.455 -0.694
64 H -2.904 3.831 0.009
65 H -2.032 4.730 -1.225
66 H -1.554 4.862 0.492
67 H 0.959 3.771 -1.728
68 H 0.969 4.286 -0.004
69 H 1.586 2.696 -0.479

Values from the calculation:
Charge: +2
Energy relative to the best compared isomer or geometry (same formula, charge and spin), kcal/mol: 0.00
Multiplicity: 2
E_tot, a.u.: -3119.356097
HOMO-LUMO gap (alpha / beta), eV: 8.137 / 8.089
Highest occupied orbital energy (alpha / beta), eV: -14.059 / -14.067

Record 2
Here is 7 unconnected molecules or ions with the total composition C19H45B2N6O26S6 at a distorted geometry from the Open Molecules 2025 dataset. Energies are from wB97M-V/def2-TZVPD.

Element x y z (Å)
1 C 4.715 -1.973 2.115
2 C 3.557 -2.083 1.131
3 N 2.385 -2.586 1.855
4 N 1.105 -2.304 1.267
5 B 0.935 -2.712 -0.149
6 N 0.825 -1.801 -1.251
7 O 0.918 -4.077 -0.381
8 C 0.654 -1.055 1.689
9 N -0.162 -0.937 2.791
10 B -1.620 -1.218 2.427
11 O -1.930 -2.510 2.094
12 C -2.753 -0.152 2.384
13 C -3.285 0.059 0.938
14 N 0.984 0.027 1.059
15 C 0.610 1.383 1.440
16 C 1.596 2.352 0.827
17 N 2.812 2.011 0.762
18 H 4.534 -1.240 2.900
19 H 5.579 -1.617 1.545
20 H 4.994 -2.953 2.486
21 H 3.894 -2.772 0.345
22 H 3.373 -1.095 0.712
23 H 2.447 -3.577 2.047
24 H 0.583 -2.300 -2.101
25 H 0.113 -1.090 -1.118
26 H 0.177 -4.491 0.075
27 H 0.138 -1.671 3.439
28 H -2.565 -2.517 1.358
29 H -2.499 0.794 2.865
30 H -3.571 -0.579 2.974
31 H -2.985 1.010 0.501
32 H -3.031 -0.768 0.275
33 H -4.373 0.063 0.975
34 H 1.575 -0.054 0.236
35 H 0.632 1.504 2.523
36 H -0.395 1.616 1.090
37 H 1.225 3.319 0.481
38 H 3.383 2.739 0.337
39 C -3.699 4.907 2.725
40 C -2.331 5.196 3.307
41 O -1.437 4.420 2.488
42 S -1.999 4.362 0.986
43 O -1.354 5.332 0.192
44 O -2.015 2.985 0.610
45 O -3.475 4.850 1.306
46 H -4.079 3.938 3.053
47 H -4.428 5.679 2.950
48 H -2.240 4.892 4.346
49 H -2.062 6.249 3.209
50 C 3.501 -6.572 1.072
51 C 4.565 -7.461 0.462
52 O 5.779 -6.711 0.635
53 S 5.718 -5.876 1.984
54 O 6.391 -6.577 3.015
55 O 6.044 -4.523 1.686
56 O 4.141 -5.995 2.227
57 H 3.215 -5.765 0.394
58 H 2.616 -7.122 1.378
59 H 4.400 -7.659 -0.593
60 H 4.664 -8.405 1.000
61 C 9.751 -4.674 0.883
62 C 9.629 -5.611 2.066
63 O 10.159 -6.853 1.582
64 S 11.331 -6.572 0.533
65 O 12.586 -6.657 1.186
66 O 11.058 -7.314 -0.644
67 O 11.002 -5.026 0.280
68 H 8.956 -4.843 0.153
69 H 9.762 -3.628 1.173
70 H 8.603 -5.749 2.389
71 H 10.239 -5.276 2.907
72 C -6.830 -4.529 2.241
73 C -5.416 -5.065 2.326
74 O -4.905 -4.907 0.990
75 S -5.543 -3.611 0.317
76 O -4.633 -2.519 0.448
77 O -6.065 -3.962 -0.949
78 O -6.720 -3.395 1.361
79 H -7.512 -5.250 1.791
80 H -7.219 -4.211 3.204
81 H -5.373 -6.110 2.617
82 H -4.799 -4.471 3.003
83 C -5.271 5.656 -3.589
84 C -4.399 4.604 -4.245
85 O -3.090 5.196 -4.260
86 S -2.898 6.120 -2.967
87 O -2.201 5.403 -1.962
88 O -2.459 7.395 -3.402
89 O -4.435 6.206 -2.555
90 H -5.535 6.455 -4.285
91 H -6.175 5.243 -3.152
92 H -4.711 4.369 -5.258
93 H -4.357 3.688 -3.652
94 C -3.549 9.102 -6.085
95 C -3.674 9.533 -7.529
96 O -5.044 9.242 -7.852
97 S -5.964 9.450 -6.563
98 O -6.572 10.729 -6.608
99 O -6.736 8.272 -6.375
100 O -4.792 9.483 -5.480
101 H -3.446 8.019 -5.998
102 H -2.721 9.583 -5.574
103 H -3.010 8.989 -8.195
104 H -3.507 10.605 -7.647

Values from the calculation:
Charge: +1
E_tot, a.u.: -5474.346317
HOMO-LUMO gap, eV: 9.336
Highest occupied orbital energy, eV: -12.177

Record 3
Here is a molecular structure, C19H45ClO2P2Ru at a distorted geometry from the Open Molecules 2025 dataset. Energies are from wB97M-V/def2-TZVPD.

Element x y z (Å)
1 Ru 0.321 0.225 0.322
2 P -0.099 1.851 -1.389
3 C -1.682 1.999 -2.381
4 C 0.060 3.575 -0.684
5 C 1.177 1.854 -2.756
6 C -2.898 1.432 -1.641
7 H -1.465 1.345 -3.244
8 C -2.044 3.398 -2.920
9 H -2.462 4.039 -2.136
10 H -2.821 3.269 -3.689
11 H -1.218 3.933 -3.394
12 H -2.809 0.351 -1.485
13 H -3.803 1.616 -2.238
14 H -3.035 1.913 -0.662
15 H 0.928 0.903 -3.257
16 C 2.625 1.775 -2.261
17 C 1.055 2.987 -3.785
18 H 0.136 2.929 -4.375
19 H 1.895 2.912 -4.489
20 H 1.122 3.977 -3.311
21 H 2.717 1.416 -1.228
22 H 3.138 2.742 -2.364
23 H 3.170 1.057 -2.891
24 C -1.104 3.877 0.262
25 H 0.013 4.262 -1.546
26 C 1.400 3.774 0.023
27 H -2.074 3.912 -0.244
28 H -0.932 4.868 0.706
29 H -1.145 3.142 1.076
30 H 1.562 2.989 0.776
31 H 1.373 4.734 0.558
32 H 2.248 3.785 -0.672
33 Cl 0.358 1.346 2.406
34 H -1.206 0.548 0.222
35 H 0.160 -0.220 -1.207
36 P -0.177 -2.075 1.049
37 C 0.487 -3.490 0.022
38 C 0.336 -2.520 2.794
39 C -1.989 -2.485 1.073
40 C 1.661 -3.031 -0.843
41 H -0.361 -3.714 -0.650
42 C 0.851 -4.781 0.774
43 H 1.744 -4.655 1.397
44 H 1.079 -5.552 0.025
45 H 0.040 -5.175 1.394
46 H 1.340 -2.265 -1.559
47 H 2.054 -3.890 -1.406
48 H 2.479 -2.616 -0.234
49 H -2.236 -2.492 -0.002
50 C -2.804 -1.382 1.754
51 C -2.304 -3.878 1.640
52 H -1.913 -4.683 1.011
53 H -3.392 -4.008 1.687
54 H -1.918 -4.011 2.658
55 H -2.296 -0.408 1.733
56 H -3.035 -1.633 2.796
57 H -3.758 -1.265 1.223
58 C 1.845 -2.360 2.960
59 H 0.105 -3.590 2.922
60 C -0.394 -1.728 3.876
61 H 2.426 -2.933 2.226
62 H 2.127 -2.709 3.966
63 H 2.148 -1.308 2.876
64 H -0.326 -0.650 3.671
65 H 0.104 -1.932 4.834
66 H -1.443 -2.019 3.989
67 O 4.078 -0.584 1.552
68 C 3.244 0.189 1.084
69 O 2.306 -0.143 0.220
70 H 3.229 1.262 1.386

Values from the calculation:
Charge: 0
Multiplicity: 5
E_tot, a.u.: -2139.071614
HOMO-LUMO gap (alpha / beta), eV: 4.919 / 7.749
Highest occupied orbital energy (alpha / beta), eV: -4.541 / -9.334

Record 4
Here is a molecular structure, C19H46Br3O12P3 at a distorted geometry from the Open Molecules 2025 dataset. Energies are from wB97M-V/def2-TZVPD.

Element x y z (Å)
1 C -5.944 -1.626 1.008
2 C -5.045 -1.336 2.212
3 O -3.730 -1.268 1.834
4 P -2.792 -2.579 1.957
5 O -3.591 -3.863 1.949
6 O -1.808 -2.292 3.218
7 C -1.956 -2.968 4.494
8 C -0.877 -2.414 5.432
9 O -1.764 -2.420 0.662
10 C -2.251 -2.197 -0.654
11 C -1.193 -1.369 -1.395
12 H -5.949 -2.696 0.800
13 H -6.981 -1.360 1.210
14 H -5.715 -1.085 0.090
15 H -5.156 -0.332 2.622
16 H -5.201 -2.019 3.048
17 H -2.931 -2.706 4.903
18 H -1.837 -4.046 4.384
19 H 0.080 -2.302 4.922
20 H -1.068 -1.394 5.767
21 H -0.791 -3.088 6.283
22 H -2.540 -3.145 -1.106
23 H -3.207 -1.715 -0.448
24 H -1.512 -1.225 -2.427
25 H -0.961 -0.443 -0.869
26 H -0.277 -1.957 -1.463
27 C 4.614 7.029 -4.459
28 C 4.208 5.781 -3.709
29 O 2.833 5.589 -4.033
30 P 1.651 6.349 -3.209
31 O 0.352 6.531 -3.879
32 O 1.618 5.425 -1.807
33 C 0.400 5.274 -1.130
34 C 0.734 4.728 0.274
35 O 2.296 7.794 -2.716
36 C 1.529 8.821 -2.157
37 C 1.280 9.793 -3.320
38 H 4.365 6.935 -5.517
39 H 4.270 7.996 -4.092
40 H 5.701 7.099 -4.505
41 H 4.730 4.908 -4.099
42 H 4.456 5.933 -2.658
43 H -0.035 6.274 -1.131
44 H -0.268 4.672 -1.744
45 H 1.417 3.891 0.131
46 H 1.261 5.491 0.848
47 H -0.135 4.458 0.873
48 H 0.579 8.463 -1.761
49 H 2.135 9.339 -1.414
50 H 0.711 10.666 -2.999
51 H 2.255 10.087 -3.709
52 H 0.635 9.361 -4.085
53 C 1.744 -2.327 1.152
54 C 2.713 -2.649 0.049
55 O 2.165 -3.636 -0.766
56 P 2.144 -5.224 -0.344
57 O 3.453 -5.834 -0.021
58 O 1.042 -5.444 0.791
59 C 0.806 -6.790 1.125
60 C -0.115 -6.909 2.337
61 O 1.422 -5.926 -1.626
62 C 0.270 -5.374 -2.207
63 C -0.980 -5.464 -1.308
64 H 1.603 -1.251 1.256
65 H 0.851 -2.926 0.973
66 H 2.237 -2.638 2.073
67 H 2.700 -1.752 -0.570
68 H 3.744 -2.858 0.333
69 H 0.348 -7.337 0.301
70 H 1.740 -7.291 1.382
71 H -0.372 -7.947 2.548
72 H 0.367 -6.551 3.247
73 H -0.970 -6.241 2.237
74 H 0.437 -4.298 -2.258
75 H 0.137 -5.730 -3.228
76 H -1.208 -6.438 -0.876
77 H -0.974 -4.728 -0.504
78 H -1.871 -5.285 -1.909
79 C -0.430 0.613 2.650
80 Br 0.669 1.454 1.195
81 Br -2.166 1.601 2.747
82 Br 0.536 0.779 4.327
83 H -0.639 -0.441 2.466

Values from the calculation:
Charge: 0
Energy relative to the best compared isomer or geometry (same formula, charge and spin), kcal/mol: 25.03
E_tot, a.u.: -10400.767607
HOMO-LUMO gap, eV: 10.019
Highest occupied orbital energy, eV: -10.406

Record 5
Here is 5 unconnected molecules or ions with the total composition C19H46ClO11S at a distorted geometry from the Open Molecules 2025 dataset. Energies are from wB97M-V/def2-TZVPD.

Element x y z (Å)
1 O 5.784 4.374 0.327
2 S 4.545 4.252 -0.638
3 O 4.997 4.757 -2.040
4 O 4.220 2.582 -0.786
5 C 3.082 5.277 -0.028
6 C 1.680 4.994 -0.863
7 C 0.831 3.693 -0.327
8 Cl -0.326 3.228 -1.748
9 H 3.367 6.410 -0.273
10 H 2.990 5.088 1.124
11 H 2.027 4.721 -1.973
12 H 1.003 5.972 -0.952
13 H 1.608 2.814 -0.186
14 H 0.184 3.897 0.638
15 C -1.069 1.336 5.334
16 O -2.379 1.615 4.851
17 C -2.475 2.920 4.269
18 C -2.469 2.847 2.740
19 O -1.196 2.415 2.247
20 C -1.211 1.051 1.845
21 H -1.012 0.271 5.576
22 H -0.304 1.564 4.586
23 H -0.881 1.915 6.240
24 H -1.674 3.573 4.636
25 H -3.431 3.343 4.597
26 H -2.642 3.851 2.340
27 H -3.272 2.196 2.374
28 H -1.769 0.946 0.910
29 H -1.649 0.407 2.613
30 H -0.177 0.733 1.673
31 C 0.053 0.499 -7.808
32 O 1.239 1.262 -7.616
33 C 0.985 2.496 -6.935
34 C 1.399 2.412 -5.463
35 O 0.552 1.514 -4.738
36 C 1.180 0.260 -4.500
37 H 0.338 -0.502 -8.143
38 H -0.523 0.404 -6.882
39 H -0.564 0.966 -8.577
40 H -0.067 2.788 -7.032
41 H 1.594 3.261 -7.428
42 H 1.279 3.400 -5.008
43 H 2.452 2.122 -5.366
44 H 1.955 0.372 -3.737
45 H 1.614 -0.156 -5.413
46 H 0.422 -0.437 -4.127
47 C -2.734 -2.380 2.711
48 O -2.654 -2.042 1.330
49 C -2.329 -3.173 0.514
50 C -3.570 -3.713 -0.204
51 O -4.492 -4.294 0.723
52 C -5.596 -3.437 0.990
53 H -3.175 -1.536 3.246
54 H -3.358 -3.262 2.877
55 H -1.731 -2.561 3.103
56 H -1.844 -3.958 1.106
57 H -1.612 -2.826 -0.238
58 H -3.261 -4.510 -0.888
59 H -4.053 -2.928 -0.798
60 H -6.263 -3.410 0.124
61 H -5.271 -2.424 1.241
62 H -6.148 -3.845 1.843
63 C 4.080 -4.512 1.478
64 O 3.566 -3.928 2.671
65 C 2.829 -2.728 2.413
66 C 1.319 -2.980 2.481
67 O 0.884 -3.813 1.401
68 C 0.653 -5.153 1.817
69 H 4.450 -5.512 1.717
70 H 3.309 -4.601 0.707
71 H 4.908 -3.908 1.101
72 H 3.112 -2.293 1.447
73 H 3.101 -2.014 3.197
74 H 0.799 -2.023 2.375
75 H 1.036 -3.412 3.448
76 H -0.263 -5.203 2.414
77 H 1.493 -5.550 2.392
78 H 0.521 -5.771 0.923

Values from the calculation:
Charge: -1
E_tot, a.u.: -2437.322265
HOMO-LUMO gap, eV: 6.956
Highest occupied orbital energy, eV: -4.797

Record 6
Here is 3 unconnected molecules or ions with the total composition C19H46FN2O7PS at a distorted geometry from the Open Molecules 2025 dataset. Energies are from wB97M-V/def2-TZVPD.

Element x y z (Å)
1 C 4.084 -1.672 2.611
2 C 4.003 -0.333 1.881
3 S 2.940 0.794 2.851
4 C 1.703 1.374 1.666
5 C 0.359 0.644 1.732
6 C -0.730 1.623 1.245
7 C -1.820 1.027 0.364
8 C -2.236 2.044 -0.682
9 F -2.490 3.260 -0.093
10 O 0.462 -0.522 0.930
11 C 0.033 -1.737 1.524
12 C -0.935 -2.548 0.643
13 C -0.281 -3.639 -0.216
14 P 1.240 -3.233 -1.101
15 O 1.367 -4.171 -2.203
16 O 1.236 -1.752 -1.664
17 O 2.474 -3.437 -0.100
18 O -1.807 -3.243 1.520
19 C -2.971 -2.517 1.907
20 H 3.210 -2.251 2.369
21 H 4.986 -2.211 2.364
22 H 4.020 -1.475 3.669
23 H 3.540 -0.434 0.914
24 H 4.989 0.093 1.780
25 H 2.054 1.327 0.646
26 H 1.530 2.420 1.863
27 H 0.204 0.424 2.781
28 H -1.220 2.003 2.132
29 H -0.300 2.492 0.773
30 H -2.705 0.804 0.946
31 H -1.491 0.162 -0.192
32 H -3.109 1.703 -1.230
33 H -1.424 2.133 -1.396
34 H -0.490 -1.581 2.459
35 H 0.903 -2.340 1.765
36 H -1.475 -1.896 -0.031
37 H -0.155 -4.543 0.358
38 H -0.976 -3.884 -1.004
39 H 2.078 -1.318 -1.429
40 H 2.501 -4.389 0.095
41 H -3.051 -1.558 1.417
42 H -3.832 -3.138 1.710
43 H -2.944 -2.344 2.977
44 C -3.091 3.592 4.407
45 O -3.461 2.415 3.713
46 C -4.833 2.074 3.782
47 C -5.752 2.860 2.834
48 C -6.037 4.291 3.280
49 N -5.227 2.886 1.467
50 H -3.668 3.715 5.328
51 H -3.207 4.476 3.777
52 H -2.036 3.504 4.666
53 H -4.877 1.020 3.490
54 H -5.190 2.131 4.819
55 H -6.710 2.330 2.819
56 H -5.208 4.963 3.059
57 H -6.907 4.679 2.752
58 H -6.245 4.340 4.351
59 H -5.145 1.931 1.126
60 H -4.266 3.216 1.514
61 C 5.353 -1.370 -7.145
62 O 4.872 -0.119 -6.690
63 C 3.516 -0.102 -6.286
64 C 3.247 -0.659 -4.881
65 C 3.314 -2.179 -4.784
66 N 4.149 -0.079 -3.876
67 H 4.583 -1.925 -7.689
68 H 5.728 -1.976 -6.318
69 H 6.186 -1.175 -7.820
70 H 3.232 0.954 -6.288
71 H 2.889 -0.602 -7.035
72 H 2.226 -0.364 -4.619
73 H 4.336 -2.555 -4.749
74 H 2.828 -2.507 -3.868
75 H 2.803 -2.656 -5.622
76 H 4.018 0.928 -3.854
77 H 5.102 -0.199 -4.210

Values from the calculation:
Charge: 0
Energy relative to the best compared isomer or geometry (same formula, charge and spin), kcal/mol: 17.50
E_tot, a.u.: -2227.134240
HOMO-LUMO gap, eV: 9.053
Highest occupied orbital energy, eV: -8.524

Look up the E_tot of the first one. -3119.356097 a.u.

The highest charge belongs to which entry? C19H44NOP2SYb

Which of these has the lowest charge? C19H46ClO11S